Entry 1:
Formula: C4H12NO2
Source: the OMol25 dataset
Level of theory: the ωB97M-V functional and the def2-TZVPD basis

Structure (XYZ):
```
19
Properties=species:S:1:pos:R:3:lowdin_charge:R:1
H 3.00673 -0.02803 0.51084 0.06
C -1.62641 -0.43769 -0.47088 0.15
C 1.97891 -0.39740 0.23360 -0.37
N 1.31795 -1.06939 1.26493 -0.30
O -1.35508 1.58623 -1.77546 -0.05
H -3.42169 3.85183 -2.13816 -0.09
H -1.88308 -0.93214 0.44812 0.09
H 1.36868 0.48753 0.00794 0.02
H -1.62139 -1.01331 -1.39910 0.11
C 1.96083 -2.15850 1.88477 -0.37
H -0.40974 0.19637 -0.38831 0.16
H 2.91452 -1.87086 2.38746 0.03
H 1.29380 -2.63329 2.62121 0.04
H -2.17110 2.30444 -1.76101 0.00
H 2.39898 -2.96443 1.23168 0.03
C -1.36191 0.93681 -0.61899 -0.32
O -2.78165 3.51043 -1.50667 -0.40
H -1.63106 1.53146 0.24399 0.15
H 2.02271 -0.90005 -0.77596 0.05
```

Maximum force: 4.099 eV Å⁻¹
Total energy: -364.6373 a.u.
Energy relative to the best compared isomer or geometry (same formula, charge and spin): 572.9 kJ/mol
Spin multiplicity: 1
Total charge: -1
HOMO energy: -2.02 eV

Entry 2:
Formula: C3HN3O2
Source: the OMol25 dataset
Level of theory: the ωB97M-V functional and the def2-TZVPD basis

Structure (XYZ):
```
9
Properties=species:S:1:pos:R:3:lowdin_charge:R:1
N 2.93158 -0.08856 0.07652 0.19
H -1.13708 2.50454 0.38356 0.15
C 1.78466 -0.17692 -0.06807 -0.13
N -1.76113 0.11950 -0.00582 0.15
O -0.36349 2.02915 -0.00758 0.11
O -1.51888 -1.25975 0.05224 -0.03
N -0.19437 -1.45652 0.01002 0.14
C 0.38575 -0.31870 -0.06659 -0.24
C -0.60983 0.71550 -0.08298 -0.35
```

Maximum force: 2.459 eV Å⁻¹
Total energy: -429.5652 a.u.
Energy relative to the best compared isomer or geometry (same formula, charge and spin): 229.1 kJ/mol
SMILES: N#Cc1nonc1O
Spin multiplicity: 1
Total charge: 0
HOMO energy: -11.29 eV

Entry 3:
Formula: C5H8
Source: the OMol25 dataset
Level of theory: the ωB97M-V functional and the def2-TZVPD basis

Structure (XYZ):
```
13
Properties=species:S:1:pos:R:3:lowdin_charge:R:1
H -2.22589 0.48601 -1.07996 0.07
H -1.28563 -0.71177 1.58569 0.11
H -1.66949 -1.58758 0.11519 0.11
H 3.31057 0.32673 0.00958 0.07
C -1.23152 -0.65645 0.49302 -0.27
C 2.57959 0.19399 -0.79450 -0.12
C 0.17088 -0.53605 0.08319 -0.07
H -1.41747 1.46515 0.14327 0.07
C 1.28038 -0.24678 -0.28873 -0.09
C -2.01622 0.56417 -0.00975 -0.11
H -2.96452 0.68595 0.52003 0.07
H 2.46206 1.15653 -1.30477 0.08
H 2.99563 -0.51484 -1.51701 0.07
```

Maximum force: 0.546 eV Å⁻¹
Total energy: -195.2512 a.u.
Energy relative to the best compared isomer or geometry (same formula, charge and spin): 107.2 kJ/mol
SMILES: CC#CCC
Spin multiplicity: 1
Total charge: 0
HOMO energy: -9.37 eV

Entry 4:
Formula: C26H60CrF2N10O2P2
Source: the OMol25 dataset
Level of theory: the ωB97M-V functional and the def2-TZVPD basis

Structure (XYZ):
```
103
Properties=species:S:1:pos:R:3:lowdin_spin:R:1
H 6.86142 16.34328 15.12982 0.00
N 12.75151 15.35939 14.52527 0.00
H 11.10210 17.61494 9.10540 0.00
H 11.18245 17.58306 11.55525 0.00
C 15.77251 14.44089 14.60115 0.00
H 11.42633 16.71011 15.53980 0.00
C 14.44087 17.48267 13.03347 0.00
C 8.98387 8.42494 11.10018 0.00
C 12.78627 8.10694 12.26486 0.00
F 12.38893 12.32726 10.38029 0.07
H 14.18270 8.74835 10.60237 0.00
H 6.81740 14.56270 15.11921 0.00
C 7.07638 9.71738 13.65430 0.00
H 11.94751 17.24639 13.85701 0.00
C 15.35379 12.95093 12.59513 0.00
N 13.65509 16.45101 12.35437 0.00
H 10.70588 10.19233 7.09552 0.00
O 12.63620 14.02939 12.16682 0.02
H 13.39002 7.19899 12.33987 0.00
C 13.30918 8.98625 13.36198 0.00
N 5.72640 15.34857 12.27325 0.00
H 12.60983 9.60615 10.51528 0.00
H 7.91664 8.06319 11.13676 0.00
H 14.41892 9.16521 13.30046 0.00
H 9.26323 8.91290 12.01209 0.00
H 15.52000 17.27642 13.15455 0.00
P 13.45551 14.94798 13.09079 0.00
H 9.59561 7.55968 8.59543 0.00
C 6.70822 11.18344 8.98342 0.00
H 15.44234 11.99284 13.08328 0.00
H 5.30254 15.41846 15.23484 0.00
H 7.58224 13.47792 10.52076 0.00
H 14.68708 12.78573 11.76671 0.00
N 7.60494 11.35924 10.08504 0.00
C 9.36626 16.47052 9.58195 0.00
H 8.06266 12.35676 11.74775 0.00
H 13.85394 17.60785 10.59555 0.00
Cr 11.24803 12.69161 11.71338 2.80
H 6.27987 12.47136 11.29031 0.00
C 12.78997 14.47201 15.68348 0.00
H 11.80442 11.40345 7.84152 0.00
C 13.10256 8.67148 10.81361 0.00
H 11.80134 14.06651 15.91223 0.00
H 11.38786 10.07795 8.79412 0.00
H 7.97540 8.19413 8.44538 0.00
N 12.14516 11.22566 12.84672 -0.01
C 6.33255 15.46866 14.83235 0.00
H 16.02163 13.59133 15.23595 0.00
H 9.63962 18.57879 9.10619 0.00
C 11.70138 16.38956 14.49339 0.00
C 10.52061 18.30376 11.07941 0.00
H 8.41907 16.59380 10.09626 0.00
H 7.70155 10.03047 12.82565 0.00
N 9.80337 11.40892 8.56259 0.00
C 12.63180 10.25203 13.16838 0.01
N 14.81167 14.03642 13.45798 0.00
H 14.69688 16.08332 10.51716 0.00
H 6.05239 9.42306 13.38496 0.00
H 13.08959 8.64721 14.36673 0.00
H 9.40324 8.99155 7.76240 0.00
H 5.70112 10.92487 9.25877 0.00
C 9.25286 12.52996 7.84614 0.00
H 12.97278 16.04543 10.41558 0.00
H 8.73304 11.97025 13.89610 0.00
H 6.58540 12.04211 8.30402 0.00
C 7.30876 12.48061 10.94532 0.00
H 8.59098 13.04871 8.48976 0.00
N 10.18580 9.75883 15.40801 0.00
H 11.71896 7.92405 12.41990 0.00
H 7.08939 10.43416 8.30659 0.00
C 13.80730 16.53435 10.93982 0.00
C 9.01486 8.48221 8.62110 0.00
N 9.18980 9.19168 9.90571 0.00
C 6.08321 15.42162 13.36080 0.00
H 10.02089 13.16306 7.41739 0.00
H 12.80123 7.86232 10.16212 0.00
H 8.67211 12.10302 7.03763 0.00
H 16.72128 14.81239 14.16460 0.00
C 10.17513 17.77884 9.66349 0.00
H 14.32070 18.40886 12.42934 0.00
H 7.59148 8.78679 14.05484 0.00
H 9.60171 18.35394 11.66379 0.00
C 9.40583 10.57441 15.19746 0.00
H 16.22734 13.33582 12.13128 0.00
C 9.95175 15.28704 10.19723 0.01
H 10.98377 19.33460 10.93201 0.00
H 9.15440 16.19933 8.54367 0.00
H 9.62138 7.52000 11.13023 0.00
H 6.72311 10.52060 15.71215 0.00
N 10.33338 14.27164 10.52988 -0.01
F 10.24400 13.22660 13.14794 0.07
H 15.31926 15.18323 15.23638 0.00
H 8.41283 12.41983 15.43546 0.00
P 9.22596 10.82250 10.03512 0.00
H 6.29670 11.62306 14.38127 0.00
C 7.00442 10.90763 14.70550 0.00
H 10.86785 15.90418 14.05466 0.00
C 8.34940 11.55752 14.81083 0.00
H 13.09027 14.98991 16.64738 0.00
O 9.96271 11.25507 11.26370 0.02
H 13.35112 13.54042 15.47535 0.00
H 14.04352 17.65225 14.06896 0.00
C 10.99675 10.72028 8.02344 0.00
```

Maximum force: 3.385 eV Å⁻¹
Total energy: -3651.6303 a.u.
Spin multiplicity: 4
Total charge: +1
HOMO energy (spin up / spin down): -11.09 / -11.09 eV

Entry 5:
Formula: C4H8O2
Source: the OMol25 dataset
Level of theory: the ωB97M-V functional and the def2-TZVPD basis

Structure (XYZ):
```
14
Properties=species:S:1:pos:R:3:lowdin_charge:R:1
H 1.30875 -1.75217 0.47450 0.14
O -2.55520 0.23346 -0.67548 -0.06
H -3.00019 0.22797 0.18007 0.09
H -0.70878 0.42635 -1.42899 0.13
H 1.41164 1.31091 0.17163 0.09
O 0.16628 -0.33725 1.59993 -0.01
C 1.77756 0.33088 -0.15106 -0.04
H -0.98543 1.46109 -0.02157 0.13
H -1.16725 -1.52440 0.48294 0.15
C 0.89860 -0.74306 0.44533 -0.31
C -0.55482 -0.62379 0.40666 -0.25
H 2.80536 0.22129 0.20504 0.08
C -1.18366 0.46386 -0.44175 -0.22
H 1.78713 0.30486 -1.24724 0.08
```

Maximum force: 0.372 eV Å⁻¹
Total energy: -307.6349 a.u.
Energy relative to the best compared isomer or geometry (same formula, charge and spin): 203.7 kJ/mol
SMILES: C[C@H]1O[C@H]1CO
Spin multiplicity: 1
Total charge: 0
HOMO energy: -10.27 eV

Entry 6:
Formula: C5H7P
Source: the OMol25 dataset
Level of theory: the ωB97M-V functional and the def2-TZVPD basis

Structure (XYZ):
```
13
Properties=species:S:1:pos:R:3:lowdin_charge:R:1
H 0.38452 -1.99548 -2.63593 -0.02
C -0.01097 -1.11433 -0.11022 0.02
C 0.23676 1.18638 -0.63720 -0.40
C -0.43958 0.19702 1.83888 -0.07
P 0.57461 0.57462 -2.38900 0.81
C -0.06578 0.11284 0.40935 -0.41
H -0.26884 1.11511 2.24855 0.04
C 0.49547 -1.00484 -2.19849 -0.35
H 0.04871 -0.56009 2.38416 0.07
H -0.34589 -2.15661 0.20889 0.09
H -1.52494 0.04307 1.94763 0.10
H -0.32536 2.04859 -0.79501 0.02
H 1.24130 1.55372 -0.27161 0.09
```

Maximum force: 5.721 eV Å⁻¹
Total energy: -535.8998 a.u.
Energy relative to the best compared isomer or geometry (same formula, charge and spin): 301.2 kJ/mol
Spin multiplicity: 1
Total charge: 0
HOMO energy: -8.54 eV